[1]
Below is an isolated molecule of C11H7N5OS, with properties calculated with the ωB97M-V functional and the def2-TZVPD basis.

Computed properties:
F_max   0.0799 Eh/bohr
Relative energy (zero: lowest compared OMol25 entry of this formula, charge and spin)   170.34 kJ/mol
Electronic energy   -31849.5264 eV
Kohn-Sham gap   8.4 eV
LUMO energy   -0.2 eV
Highest occupied orbital energy   -8.62 eV
SMILES   c1c[nH]c(-c2nn3c(-c4ccco4)nnc3s2)c1

Element x y z (Å)
C 0.952 4.684 3.127
C 2.140 3.937 3.187
N 1.842 2.788 2.365
C 0.588 2.855 1.851
C -0.214 1.949 0.918
N 0.219 0.707 0.556
N -0.499 0.301 -0.580
C -0.607 -0.941 -1.175
C 0.439 -2.058 -1.231
C 0.279 -3.402 -1.139
C 1.639 -3.992 -0.886
C 2.465 -2.949 -0.995
O 1.848 -1.745 -1.188
N -1.793 -0.921 -1.685
N -2.484 0.175 -1.360
C -1.653 0.959 -0.734
S -1.794 2.425 0.158
C -0.043 3.981 2.357
H 0.764 5.687 3.609
H 3.024 4.297 3.698
H 2.512 2.001 2.314
H -0.737 -3.721 -0.787
H 1.846 -4.967 -0.482
H 3.548 -3.063 -0.772
H -1.052 4.242 2.104

What are the Mulliken partial charges on each atom? They are as follows, in elementary charge units: atom 1 (C): -0.474, atom 2 (C): -0.571, atom 3 (N): -0.140, atom 4 (C): 0.422, atom 5 (C): 0.230, atom 6 (N): -0.710, atom 7 (N): 0.534, atom 8 (C): 0.401, atom 9 (C): 0.426, atom 10 (C): -0.364, atom 11 (C): -0.318, atom 12 (C): -0.316, atom 13 (O): -0.349, atom 14 (N): -0.395, atom 15 (N): -0.618, atom 16 (C): 0.433, atom 17 (S): -0.209, atom 18 (C): -0.383, atom 19 (H): 0.324, atom 20 (H): 0.382, atom 21 (H): 0.252, atom 22 (H): 0.294, atom 23 (H): 0.380, atom 24 (H): 0.357, atom 25 (H): 0.414

=====

[2]
Below is a structure of composition C4H8NO, with properties calculated with the ωB97M-V functional and the def2-TZVPD basis.

Computed properties:
F_max   0.1085 Eh/bohr
Relative energy (zero: lowest compared OMol25 entry of this formula, charge and spin)   391.27 kJ/mol
Net charge   +1
Electronic energy   -7804.0475 eV
Kohn-Sham gap   11.0 eV
LUMO energy   -4.0 eV
Highest occupied orbital energy   -15.00 eV

Element x y z (Å)
C -0.360 1.096 -0.406
C -0.906 -0.151 -1.198
C 1.272 0.184 1.760
C 0.378 0.131 0.470
N 0.072 -1.029 -0.332
O 2.138 0.110 0.715
H 0.234 1.652 -1.183
H -0.846 1.869 0.128
H -1.960 -0.677 -1.227
H -0.514 -0.034 -2.259
H 1.067 1.068 2.235
H 1.134 -0.719 2.370
H -0.616 -1.638 0.278
H 0.823 -1.648 -0.628

What are the Mulliken partial charges on each atom? They are as follows, in elementary charge units: atom 1 (C): -0.371, atom 2 (C): -0.483, atom 3 (C): -0.386, atom 4 (C): 0.170, atom 5 (N): -0.086, atom 6 (O): -0.418, atom 7 (H): 0.251, atom 8 (H): 0.355, atom 9 (H): 0.320, atom 10 (H): 0.280, atom 11 (H): 0.322, atom 12 (H): 0.283, atom 13 (H): 0.413, atom 14 (H): 0.349

=====

[3]
Below is a structure of composition C36H43BiN9O6PS, with properties calculated with the ωB97M-V functional and the def2-TZVPD basis.

Computed properties:
F_max   0.0067 Eh/bohr
Relative energy (zero: lowest compared OMol25 entry of this formula, charge and spin)   100.28 kJ/mol
Net charge   +2
Electronic energy   -89672.5584 eV
Kohn-Sham gap   6.2 eV
LUMO energy   -6.5 eV
Highest occupied orbital energy   -12.65 eV

Element x y z (Å)
Bi -0.205 -0.430 0.372
N 0.150 -1.629 2.725
C 0.283 -0.912 3.994
C 0.427 -1.655 5.161
C 0.556 -1.020 6.385
C 0.545 0.367 6.447
C 0.406 1.105 5.286
C 0.266 0.480 4.043
P 0.114 1.464 2.527
C 1.095 2.953 2.830
C 2.427 2.808 3.229
C 3.214 3.927 3.442
C 2.684 5.198 3.254
C 1.363 5.345 2.864
C 0.566 4.228 2.654
C -1.610 2.018 2.442
C -2.525 1.907 3.485
C -3.815 2.400 3.333
C -4.192 3.015 2.147
C -3.289 3.113 1.095
C -2.008 2.602 1.234
H -0.579 -2.329 2.843
H 1.000 -2.164 2.555
H 0.448 -2.737 5.103
H 0.671 -1.608 7.286
H 0.652 0.872 7.399
H 0.417 2.187 5.338
H 2.847 1.822 3.386
H 4.242 3.808 3.759
H 3.301 6.071 3.419
H 0.943 6.333 2.726
H -0.466 4.364 2.360
H -2.228 1.458 4.425
H -4.516 2.329 4.156
H -5.186 3.435 2.049
H -3.575 3.605 0.172
H -1.294 2.701 0.418
N -4.677 0.060 0.124
N -5.516 -1.063 0.223
C -5.127 -2.036 1.015
N -5.847 -3.120 1.216
S -3.559 -1.749 1.759
H -5.243 0.891 0.016
H -4.047 -0.066 -0.673
H -6.425 -1.072 -0.219
H -6.714 -3.268 0.719
H -5.476 -3.891 1.743
C 4.240 -1.326 -0.231
C 2.765 -1.381 -0.043
N 2.101 -0.492 0.621
O 2.819 0.528 1.216
C 2.006 -2.489 -0.626
C 2.630 -3.621 -1.368
N 0.707 -2.384 -0.496
O -0.124 -3.226 -0.944
H 4.651 -0.376 0.092
H 4.464 -1.500 -1.285
H 4.710 -2.133 0.335
H 2.485 1.338 0.777
H 3.597 -3.894 -0.949
H 2.774 -3.360 -2.420
H 1.968 -4.484 -1.326
O -3.638 -4.276 2.476
N -2.973 -3.325 2.489
N -2.412 -0.935 -1.517
C -2.042 -1.315 -2.556
N -1.624 -1.754 -3.706
C -1.360 -3.200 -3.895
C -0.156 -3.373 -4.804
C -0.341 -2.606 -6.111
C -0.593 -1.125 -5.842
C -1.790 -0.934 -4.926
H -2.253 -3.649 -4.344
H -1.194 -3.633 -2.911
H -0.018 -4.439 -4.994
H 0.736 -3.015 -4.283
H -1.187 -3.029 -6.665
H 0.536 -2.726 -6.747
H -0.777 -0.585 -6.771
H 0.287 -0.683 -5.372
H -2.711 -1.253 -5.424
H -1.907 0.104 -4.619
O 2.026 -0.649 -3.476
C 2.654 0.550 -3.409
C 3.694 0.769 -4.310
C 4.393 1.958 -4.281
C 4.086 2.953 -3.352
C 3.070 2.734 -2.451
C 2.334 1.541 -2.467
C 1.307 1.346 -1.430
O 1.224 2.055 -0.421
O 0.480 0.333 -1.587
H 1.282 -0.624 -2.846
H 3.930 -0.009 -5.024
H 5.194 2.115 -4.993
H 4.640 3.881 -3.340
H 2.811 3.479 -1.710

What are the Mulliken partial charges on each atom? They are as follows, in elementary charge units: atom 1 (Bi): 1.811, atom 2 (N): -0.180, atom 3 (C): -0.565, atom 4 (C): -0.396, atom 5 (C): -0.783, atom 6 (C): -0.735, atom 7 (C): -0.508, atom 8 (C): 0.134, atom 9 (P): 1.801, atom 10 (C): 0.597, atom 11 (C): -0.361, atom 12 (C): -0.819, atom 13 (C): -0.596, atom 14 (C): -0.737, atom 15 (C): -0.579, atom 16 (C): 0.286, atom 17 (C): -0.879, atom 18 (C): -0.708, atom 19 (C): -0.685, atom 20 (C): -0.970, atom 21 (C): -0.172, atom 22 (H): 0.253, atom 23 (H): 0.269, atom 24 (H): 0.510, atom 25 (H): 0.437, atom 26 (H): 0.471, atom 27 (H): 0.548, atom 28 (H): 0.397, atom 29 (H): 0.454, atom 30 (H): 0.423, atom 31 (H): 0.450, atom 32 (H): 0.351, atom 33 (H): 0.442, atom 34 (H): 0.485, atom 35 (H): 0.455, atom 36 (H): 0.516, atom 37 (H): 0.601, atom 38 (N): -0.347, atom 39 (N): -0.122, atom 40 (C): 0.323, atom 41 (N): -0.267, atom 42 (S): 0.440, atom 43 (H): 0.327, atom 44 (H): 0.172, atom 45 (H): 0.203, atom 46 (H): 0.220, atom 47 (H): 0.213, atom 48 (C): -2.109, atom 49 (C): 0.506, atom 50 (N): 0.811, atom 51 (O): -0.651, atom 52 (C): 0.506, atom 53 (C): -1.783, atom 54 (N): 0.602, atom 55 (O): -0.812, atom 56 (H): 0.392, atom 57 (H): 0.382, atom 58 (H): 0.447, atom 59 (H): 0.345, atom 60 (H): 0.479, atom 61 (H): 0.238, atom 62 (H): 0.418, atom 63 (O): -0.331, atom 64 (N): 0.148, atom 65 (N): -0.670, atom 66 (C): 0.297, atom 67 (N): 0.261, atom 68 (C): -0.767, atom 69 (C): -0.061, atom 70 (C): -0.910, atom 71 (C): -0.062, atom 72 (C): -0.828, atom 73 (H): 0.385, atom 74 (H): 0.397, atom 75 (H): 0.408, atom 76 (H): -0.152, atom 77 (H): 0.356, atom 78 (H): 0.402, atom 79 (H): 0.409, atom 80 (H): -0.139, atom 81 (H): 0.370, atom 82 (H): 0.458, atom 83 (O): -0.476, atom 84 (C): 0.335, atom 85 (C): -0.656, atom 86 (C): -0.433, atom 87 (C): -0.832, atom 88 (C): -0.801, atom 89 (C): 0.588, atom 90 (C): 0.832, atom 91 (O): -0.650, atom 92 (O): -0.727, atom 93 (H): 0.044, atom 94 (H): 0.468, atom 95 (H): 0.422, atom 96 (H): 0.438, atom 97 (H): 0.523

=====

[4]
Below is a structure of composition C5H8N, with properties calculated with the ωB97M-V functional and the def2-TZVPD basis.

Computed properties:
F_max   0.0995 Eh/bohr
Relative energy (zero: lowest compared OMol25 entry of this formula, charge and spin)   507.66 kJ/mol
Net charge   +1
Electronic energy   -6792.8269 eV
Kohn-Sham gap   8.1 eV
LUMO energy   -7.8 eV
Highest occupied orbital energy   -15.90 eV

Element x y z (Å)
C -2.753 0.527 0.088
C -1.503 0.042 -0.254
C -1.056 -0.903 -1.168
C 1.093 0.411 0.540
C -0.155 1.100 0.746
N -3.822 0.801 0.506
H 0.065 -1.091 -1.128
H -1.424 -0.838 -2.209
H -1.520 -1.896 -0.821
H 1.653 0.737 -0.333
H 1.079 -0.695 0.627
H 1.839 0.924 1.306
H -0.334 2.152 0.469
H -0.587 1.152 1.737

What are the Mulliken partial charges on each atom? They are as follows, in elementary charge units: atom 1 (C): 0.047, atom 2 (C): 0.636, atom 3 (C): -0.872, atom 4 (C): -1.203, atom 5 (C): -0.357, atom 6 (N): -0.194, atom 7 (H): 0.259, atom 8 (H): 0.376, atom 9 (H): 0.359, atom 10 (H): 0.379, atom 11 (H): 0.381, atom 12 (H): 0.327, atom 13 (H): 0.440, atom 14 (H): 0.422

=====

[5]
Below is a cluster of 6 separate species, C14H28Br2N2O5 in total, with properties calculated with the ωB97M-V functional and the def2-TZVPD basis.

Computed properties:
F_max   0.0744 Eh/bohr
Relative energy (zero: lowest compared OMol25 entry of this formula, charge and spin)   99.45 kJ/mol
Net charge   -2
Electronic energy   -168266.7468 eV
Kohn-Sham gap   3.3 eV
LUMO energy   3.6 eV
Highest occupied orbital energy   0.27 eV

Element x y z (Å)
N 13.318 2.990 15.858
H 12.967 3.172 14.898
H 13.744 2.037 15.752
H 12.634 3.016 16.600
H 14.042 3.734 15.939
C 16.410 -0.173 17.026
C 14.904 -0.309 16.741
O 14.506 0.314 15.581
H 16.634 -0.600 18.020
H 16.835 0.830 16.960
H 17.049 -0.793 16.386
H 14.322 -0.009 17.638
H 14.743 -1.394 16.576
C 14.403 5.933 17.610
C 14.200 6.394 16.158
O 14.548 5.512 15.187
H 14.275 6.734 18.357
H 15.416 5.619 17.909
H 13.828 5.049 17.905
H 14.601 7.434 16.084
H 13.116 6.663 16.054
C 11.837 3.180 11.166
C 12.260 3.322 12.613
O 13.627 3.211 12.848
H 10.782 3.493 11.153
H 11.969 2.140 10.863
H 12.440 3.771 10.474
H 11.854 2.491 13.241
H 11.814 4.177 13.178
Br 10.932 -0.538 21.651
C 11.554 0.366 20.028
C 10.313 0.533 19.203
Br 10.816 1.340 17.430
H 12.399 -0.170 19.609
H 11.887 1.367 20.297
H 9.575 1.186 19.655
H 9.803 -0.372 18.886
C 7.067 6.873 14.706
C 7.163 7.093 16.072
C 8.194 6.508 16.800
C 9.258 5.890 16.160
C 9.310 5.840 14.751
C 8.148 6.221 14.123
N 10.328 5.270 16.932
O 11.158 4.672 16.289
O 10.445 5.490 18.134
H 6.209 7.192 14.133
H 6.354 7.529 16.648
H 8.189 6.484 17.882
H 10.185 5.549 14.184
H 8.052 6.213 13.040

What are the Mulliken partial charges on each atom? They are as follows, in elementary charge units: atom 1 (N): 0.239, atom 2 (H): 0.061, atom 3 (H): 0.382, atom 4 (H): 0.048, atom 5 (H): 0.213, atom 6 (C): -1.108, atom 7 (C): 0.195, atom 8 (O): -0.941, atom 9 (H): 0.328, atom 10 (H): 0.303, atom 11 (H): 0.251, atom 12 (H): -0.287, atom 13 (H): 0.265, atom 14 (C): -1.074, atom 15 (C): -0.038, atom 16 (O): -0.854, atom 17 (H): 0.406, atom 18 (H): 0.324, atom 19 (H): 0.117, atom 20 (H): 0.340, atom 21 (H): -0.136, atom 22 (C): -1.287, atom 23 (C): 0.407, atom 24 (O): -0.867, atom 25 (H): 0.295, atom 26 (H): 0.260, atom 27 (H): 0.335, atom 28 (H): 0.030, atom 29 (H): -0.178, atom 30 (Br): -0.211, atom 31 (C): -0.452, atom 32 (C): -0.645, atom 33 (Br): -0.080, atom 34 (H): 0.289, atom 35 (H): 0.358, atom 36 (H): 0.366, atom 37 (H): 0.376, atom 38 (C): -0.502, atom 39 (C): -0.365, atom 40 (C): -0.564, atom 41 (C): 0.211, atom 42 (C): -0.242, atom 43 (C): -0.410, atom 44 (N): 0.980, atom 45 (O): -0.343, atom 46 (O): -0.642, atom 47 (H): 0.385, atom 48 (H): 0.318, atom 49 (H): 0.399, atom 50 (H): 0.407, atom 51 (H): 0.340

=====

[6]
Below is an isolated molecule of C16H19N3O3S, with properties calculated with the ωB97M-V functional and the def2-TZVPD basis.

Computed properties:
F_max   0.0309 Eh/bohr
Relative energy (zero: lowest compared OMol25 entry of this formula, charge and spin)   235.61 kJ/mol
Electronic energy   -38347.8350 eV
Kohn-Sham gap   9.4 eV
LUMO energy   0.7 eV
Highest occupied orbital energy   -8.74 eV
SMILES   O=C(CSc1nnc(COc2ccccc2)o1)N1CCCCC1

Element x y z (Å)
O 2.315 -2.672 -1.663
C 2.448 -2.001 -0.656
C 2.985 -0.576 -0.793
S 1.968 0.308 -2.021
C 0.460 0.154 -1.217
N 0.245 -0.310 -0.020
N -1.085 -0.235 0.180
C -1.614 0.264 -0.886
C -3.056 0.542 -1.141
O -3.321 1.905 -1.359
C -3.200 2.786 -0.314
C -2.852 2.445 0.986
C -2.774 3.435 1.952
C -3.037 4.756 1.640
C -3.384 5.093 0.341
C -3.465 4.118 -0.632
O -0.678 0.539 -1.827
N 2.155 -2.472 0.567
C 2.208 -1.802 1.846
C 3.143 -2.558 2.791
C 2.668 -3.999 2.955
C 2.556 -4.657 1.583
C 1.647 -3.828 0.680
H 2.999 0.017 0.114
H 3.980 -0.618 -1.235
H -3.639 0.137 -0.305
H -3.356 0.048 -2.071
H -2.629 1.425 1.257
H -2.500 3.162 2.961
H -2.972 5.518 2.401
H -3.590 6.121 0.084
H -3.733 4.359 -1.648
H 2.535 -0.771 1.743
H 1.193 -1.786 2.260
H 3.167 -2.052 3.757
H 4.154 -2.551 2.377
H 3.363 -4.556 3.586
H 1.691 -4.005 3.442
H 2.153 -5.666 1.674
H 3.546 -4.726 1.126
H 1.600 -4.252 -0.323
H 0.635 -3.787 1.101

What are the Mulliken partial charges on each atom? They are as follows, in elementary charge units: atom 1 (O): -0.680, atom 2 (C): 0.586, atom 3 (C): -0.425, atom 4 (S): -0.170, atom 5 (C): 0.310, atom 6 (N): 0.263, atom 7 (N): -0.829, atom 8 (C): 0.816, atom 9 (C): -0.779, atom 10 (O): -0.474, atom 11 (C): 0.760, atom 12 (C): -0.262, atom 13 (C): -0.722, atom 14 (C): -0.522, atom 15 (C): -0.363, atom 16 (C): -0.518, atom 17 (O): -0.327, atom 18 (N): 0.290, atom 19 (C): -0.852, atom 20 (C): -0.805, atom 21 (C): -0.640, atom 22 (C): -0.617, atom 23 (C): -0.918, atom 24 (H): 0.232, atom 25 (H): 0.391, atom 26 (H): 0.365, atom 27 (H): 0.403, atom 28 (H): 0.411, atom 29 (H): 0.362, atom 30 (H): 0.380, atom 31 (H): 0.362, atom 32 (H): 0.407, atom 33 (H): 0.568, atom 34 (H): 0.289, atom 35 (H): 0.350, atom 36 (H): 0.304, atom 37 (H): 0.328, atom 38 (H): 0.295, atom 39 (H): 0.351, atom 40 (H): 0.297, atom 41 (H): 0.429, atom 42 (H): 0.354